No. 1
A molecular structure, C10H6HoNO5S. Source: the Open Molecules 2025 dataset; level of theory: the ωB97M-V functional and the def2-TZVPD basis.

Last column: Löwdin charge in e.
Cartesian coordinates (Å):
1 O 1.4876 1.2222 -5.0287  0.281
2 C 0.8030 0.2553 -4.9995  0.101
3 Ho -0.0673 -1.3285 -1.6474  0.976
4 O -0.4104 1.9650 -0.3777  0.205
5 C -0.3105 0.8923 -0.8150  -0.135
6 C 0.2018 -0.7151 -4.1043  -0.243
7 O 0.9035 -1.6998 -3.6180  -0.140
8 C 1.7885 0.2173 -1.7019  -0.019
9 O 2.5838 1.0280 -1.9391  0.203
10 C -2.1561 -0.1550 -1.8492  -0.047
11 O -3.0969 0.4954 -2.0464  0.205
12 H -0.8511 -0.4915 -3.5929  0.101
13 S -0.0047 -2.5809 0.8092  0.596
14 C 0.0203 -1.2316 1.8678  -0.751
15 N -1.1730 -0.8412 2.4462  0.073
16 C -1.2963 0.3020 3.1899  -0.012
17 C -0.1821 1.0820 3.4289  -0.019
18 C 1.0650 0.6602 2.9435  0.000
19 C 1.1732 -0.5150 2.2035  -0.077
20 H -1.9887 -1.4299 2.2675  0.160
21 H -2.2837 0.4814 3.6073  0.149
22 H -0.2758 1.9756 4.0433  0.132
23 H 1.9530 1.2625 3.1412  0.137
24 H 2.1170 -0.8508 1.7718  0.123

Gap between HOMO and LUMO (spin up / spin down) (eV): 6.3 / 5.8
Spin multiplicity: 5
Net charge: +2
HOMO energy (spin up / spin down) (eV): -15.415 / -15.258

No. 2
15 unconnected molecules or ions with the total composition C70H180N10O30. Source: the Open Molecules 2025 dataset; level of theory: the ωB97M-V functional and the def2-TZVPD basis.

Last column: Löwdin charge in e.
Cartesian coordinates (Å):
1 C -2.7474 1.4225 2.9268  -0.117
2 O -2.1679 0.2132 3.3785  -0.259
3 C -1.6064 -0.6280 2.3255  -0.129
4 C -0.2587 0.0460 1.9725  -0.133
5 N -0.1424 0.4084 0.5144  -0.057
6 C 0.2005 -0.6382 -0.3909  -0.165
7 C 1.7710 -0.7487 -0.6679  -0.200
8 O 2.3534 0.2650 -1.4159  -0.197
9 C 3.5562 -0.0947 -2.0690  -0.094
10 H -3.5631 1.2631 2.2216  0.079
11 H -1.9889 2.0308 2.4340  0.087
12 H -3.3077 1.9860 3.6728  0.076
13 H -2.2891 -0.6626 1.4765  0.126
14 H -1.4102 -1.5299 2.9053  0.091
15 H 0.6137 -0.5977 2.0849  0.084
16 H -0.1123 0.9156 2.6132  0.115
17 H -1.0207 0.8254 0.2409  0.072
18 H -0.1750 -0.4300 -1.3928  0.101
19 H -0.0660 -1.5813 0.0862  0.099
20 H 1.9461 -1.7147 -1.1416  0.107
21 H 2.2814 -0.7833 0.2946  0.096
22 H 3.6983 -1.0770 -2.5195  0.076
23 H 4.3934 0.0466 -1.3853  0.066
24 H 3.8197 0.6837 -2.7851  0.068
25 C 9.0570 -6.3317 -2.7367  -0.105
26 O 7.6801 -6.2131 -2.4503  -0.204
27 C 6.8116 -7.2961 -2.6817  -0.296
28 C 5.4191 -6.9525 -2.5565  -0.214
29 N 5.0873 -6.1026 -3.7664  -0.025
30 C 3.6554 -5.6879 -3.6673  -0.178
31 C 3.4935 -4.2941 -2.8505  -0.185
32 O 3.9059 -3.1729 -3.6070  -0.223
33 C 3.0003 -2.6701 -4.6247  -0.078
34 H 9.5271 -5.3492 -2.6949  0.084
35 H 9.2319 -6.6811 -3.7543  0.080
36 H 9.3987 -7.0110 -1.9557  0.087
37 H 6.8293 -8.0892 -1.9341  0.120
38 H 7.0134 -7.6551 -3.6909  0.126
39 H 5.3702 -6.3284 -1.6642  0.122
40 H 4.9089 -7.9120 -2.4722  0.127
41 H 5.4817 -5.1908 -3.5841  0.082
42 H 3.0684 -6.4863 -3.2134  0.079
43 H 3.2119 -5.6063 -4.6597  0.088
44 H 4.2117 -4.4135 -2.0393  0.100
45 H 2.4794 -4.1753 -2.4689  0.101
46 H 2.1157 -2.1666 -4.2347  0.064
47 H 2.6399 -3.4657 -5.2767  0.079
48 H 3.5669 -1.8625 -5.0882  0.088
49 C 1.4592 -10.4700 -2.7221  -0.089
50 O 1.8647 -9.2065 -3.2777  -0.217
51 C 1.1348 -8.6666 -4.3648  -0.199
52 C -0.2598 -8.0621 -3.9583  -0.228
53 N -0.0414 -7.0440 -2.9951  -0.039
54 C -0.1093 -7.5176 -1.5971  -0.179
55 C 0.1025 -6.3963 -0.5153  -0.194
56 O 1.4415 -5.8570 -0.6358  -0.228
57 C 1.8620 -4.8160 0.3233  -0.068
58 H 1.0941 -11.1353 -3.5045  0.086
59 H 0.5730 -10.3020 -2.1101  0.062
60 H 2.1529 -10.8164 -1.9560  0.093
61 H 1.0043 -9.4954 -5.0606  0.110
62 H 1.6090 -7.7980 -4.8218  0.110
63 H -0.8522 -8.9129 -3.6219  0.105
64 H -0.8547 -7.7944 -4.8316  0.105
65 H 0.8928 -6.6735 -3.0951  0.078
66 H 0.6797 -8.2444 -1.4038  0.095
67 H -1.0809 -7.9052 -1.2906  0.113
68 H 0.0138 -6.7222 0.5211  0.103
69 H -0.7522 -5.7205 -0.5456  0.086
70 H 2.8567 -4.4320 0.0970  0.068
71 H 1.8795 -5.1938 1.3456  0.073
72 H 1.0674 -4.0699 0.3187  0.056
73 C -4.6981 -1.6688 3.8561  -0.119
74 O -5.5788 -0.7607 3.2298  -0.203
75 C -6.8288 -1.3538 2.8479  -0.221
76 C -6.7064 -2.4165 1.8172  -0.208
77 N -6.5548 -3.7647 2.4427  -0.020
78 C -6.0955 -4.7427 1.3841  -0.174
79 C -5.4358 -6.0706 1.9105  -0.188
80 O -6.4016 -6.8186 2.7051  -0.224
81 C -5.9652 -7.2064 4.0122  -0.110
82 H -3.9682 -2.1381 3.1965  0.070
83 H -5.3427 -2.2617 4.5050  0.091
84 H -3.9830 -1.1128 4.4624  0.071
85 H -7.3414 -0.4970 2.4107  0.115
86 H -7.3543 -1.5650 3.7792  0.123
87 H -6.0910 -2.1462 0.9591  0.124
88 H -7.6488 -2.3706 1.2713  0.106
89 H -7.3963 -4.1157 2.8770  0.107
90 H -5.1848 -4.4120 0.8847  0.082
91 H -6.8312 -4.9902 0.6189  0.112
92 H -4.5868 -5.8280 2.5496  0.099
93 H -5.0673 -6.6617 1.0721  0.111
94 H -5.1972 -7.9796 3.9944  0.080
95 H -6.8764 -7.7094 4.3362  0.081
96 H -5.8047 -6.3144 4.6177  0.086
97 C 0.1853 0.3859 -4.5816  -0.181
98 O -0.5327 -0.5414 -3.8604  -0.189
99 C -1.3096 -1.3364 -4.8898  -0.122
100 C -2.2012 -2.3630 -4.0716  -0.201
101 N -2.9794 -1.7107 -3.0407  -0.091
102 C -3.8405 -2.5534 -2.1598  -0.152
103 C -3.1453 -3.5091 -1.1400  -0.186
104 O -2.9223 -2.9828 0.1638  -0.209
105 C -2.2503 -3.7304 1.0941  -0.138
106 H -0.2609 1.2205 -5.1224  0.095
107 H 0.9749 -0.1752 -5.0814  0.084
108 H 0.8454 1.0340 -4.0052  0.067
109 H -0.7961 -1.8012 -5.7314  0.111
110 H -1.9903 -0.7023 -5.4578  0.107
111 H -1.5539 -3.1854 -3.7672  0.101
112 H -3.1031 -2.7522 -4.5441  0.110
113 H -2.4304 -1.0578 -2.4999  0.084
114 H -4.4539 -3.0363 -2.9205  0.106
115 H -4.5039 -1.8887 -1.6063  0.110
116 H -2.1737 -3.7736 -1.5573  0.107
117 H -3.6947 -4.4502 -1.1159  0.108
118 H -2.5531 -4.7765 1.0502  0.086
119 H -2.4875 -3.4568 2.1222  0.067
120 H -1.2119 -3.4616 0.9002  0.076
121 C -12.9428 7.2225 2.4177  -0.100
122 O -11.5283 7.0974 2.1128  -0.190
123 C -11.2445 5.7296 1.7027  -0.202
124 C -9.7242 5.6035 1.8295  -0.243
125 N -9.2782 4.2538 1.6270  -0.100
126 C -7.9757 3.9063 2.1635  -0.179
127 C -6.7949 4.8658 1.6108  -0.197
128 O -5.5647 4.8782 2.3258  -0.158
129 C -4.6947 3.8953 1.7323  -0.107
130 H -13.3600 8.2295 2.4213  0.083
131 H -12.9876 6.7659 3.4065  0.080
132 H -13.5989 6.5769 1.8341  0.076
133 H -11.4833 5.4610 0.6737  0.126
134 H -11.7115 5.0252 2.3912  0.116
135 H -9.3957 5.8170 2.8466  0.120
136 H -9.1894 6.3006 1.1844  0.116
137 H -10.1178 3.7196 1.7998  0.100
138 H -7.7749 2.8542 1.9611  0.103
139 H -7.9763 4.0204 3.2475  0.103
140 H -7.1716 5.8643 1.8327  0.102
141 H -6.7664 4.6876 0.5358  0.121
142 H -5.1575 2.9093 1.7738  0.083
143 H -3.7313 3.9752 2.2358  0.082
144 H -4.3251 3.9758 0.7100  0.072
145 C -1.2618 -6.2221 4.0591  -0.135
146 O -1.3156 -4.8801 4.3185  -0.194
147 C -1.3729 -4.4939 5.6395  -0.277
148 C -2.0221 -3.1836 5.6733  -0.252
149 N -2.1986 -2.7228 6.9769  -0.021
150 C -1.2797 -1.6411 7.4125  -0.187
151 C 0.1047 -2.1426 7.5955  -0.250
152 O 1.0041 -1.2747 8.2135  -0.173
153 C 0.6583 -0.5539 9.3988  -0.109
154 H -2.2554 -6.5868 4.3197  0.078
155 H -0.6071 -6.9481 4.5411  0.091
156 H -1.2061 -6.3202 2.9750  0.078
157 H -0.3120 -4.4488 5.8856  0.118
158 H -1.7712 -5.1457 6.4171  0.137
159 H -2.9619 -3.6158 5.3296  0.128
160 H -1.6276 -2.5655 4.8669  0.120
161 H -3.1385 -2.6165 7.3310  0.121
162 H -1.5722 -1.4418 8.4434  0.110
163 H -1.3957 -0.6460 6.9829  0.109
164 H 0.5053 -2.1791 6.5825  0.103
165 H 0.1168 -3.1598 7.9870  0.129
166 H 0.7473 -1.1674 10.2954  0.083
167 H -0.2022 0.1074 9.2979  0.077
168 H 1.4993 0.0706 9.7001  0.078
169 C -2.0015 2.3728 -2.4700  -0.118
170 O -2.4309 3.6943 -2.3988  -0.155
171 C -1.8133 4.4245 -1.3954  -0.262
172 C -2.4097 5.8477 -1.2365  -0.146
173 N -1.9829 6.5852 -2.4911  -0.065
174 C -0.8512 7.5308 -2.2592  -0.182
175 C -1.4518 8.9394 -1.8250  -0.171
176 O -2.1856 9.5871 -2.8928  -0.219
177 C -1.5136 9.7721 -4.1444  -0.104
178 H -2.4445 1.9385 -3.3663  0.099
179 H -2.0228 1.7092 -1.6056  0.083
180 H -0.9893 2.3356 -2.8727  0.056
181 H -0.7659 4.3075 -1.1172  0.117
182 H -2.0617 3.8861 -0.4808  0.092
183 H -2.0547 6.3960 -0.3639  0.107
184 H -3.4992 5.8242 -1.2164  0.111
185 H -2.7143 7.0669 -2.9943  0.095
186 H -0.3631 7.4913 -3.2330  0.085
187 H -0.0699 7.1515 -1.6006  0.113
188 H -0.7461 9.6406 -1.3796  0.107
189 H -2.1935 8.8048 -1.0376  0.111
190 H -1.9322 10.4613 -4.8778  0.084
191 H -1.4776 8.7752 -4.5838  0.071
192 H -0.4814 10.0721 -3.9637  0.085
193 C 5.0951 6.2857 -9.2050  -0.171
194 O 4.8509 4.9621 -9.0934  -0.181
195 C 5.8249 4.1103 -8.4394  -0.165
196 C 5.1016 2.9976 -7.5485  -0.199
197 N 4.2092 3.6106 -6.5484  -0.037
198 C 3.7163 2.5683 -5.5766  -0.160
199 C 2.7614 3.1941 -4.4571  -0.219
200 O 1.4519 3.4217 -4.9111  -0.203
201 C 0.7129 4.1995 -3.9565  -0.076
202 H 6.0261 6.5678 -9.6967  0.088
203 H 4.9347 6.6937 -8.2071  0.091
204 H 4.3509 6.8870 -9.7272  0.082
205 H 6.5157 4.6360 -7.7802  0.100
206 H 6.6131 3.6985 -9.0697  0.107
207 H 5.7922 2.2068 -7.2558  0.111
208 H 4.5450 2.3622 -8.2373  0.102
209 H 3.3935 3.7688 -7.1226  0.102
210 H 4.5063 1.9591 -5.1375  0.092
211 H 3.0910 1.7984 -6.0288  0.106
212 H 3.0751 4.1782 -4.1088  0.113
213 H 2.7380 2.5146 -3.6051  0.088
214 H -0.3365 3.9050 -3.9525  0.070
215 H 0.5611 5.1718 -4.4253  0.088
216 H 1.1510 4.2257 -2.9587  0.079
217 C 8.5812 0.2891 -2.4834  -0.078
218 O 7.4213 1.0000 -2.9804  -0.206
219 C 6.9443 2.0137 -2.0615  -0.215
220 C 6.2784 3.1538 -2.8163  -0.216
221 N 7.2028 3.9667 -3.6035  -0.045
222 C 6.4192 5.0222 -4.1374  -0.223
223 C 6.3089 6.3345 -3.2489  -0.181
224 O 7.3275 7.2771 -3.5502  -0.192
225 C 8.7443 6.8664 -3.4409  -0.086
226 H 9.4434 0.9473 -2.3764  0.089
227 H 8.6643 -0.5902 -3.1222  0.083
228 H 8.0895 -0.0679 -1.5785  0.071
229 H 7.6982 2.4631 -1.4152  0.115
230 H 6.1495 1.7817 -1.3526  0.092
231 H 5.6880 3.7228 -2.0981  0.098
232 H 5.5937 2.6255 -3.4797  0.093
233 H 7.6129 3.2854 -4.2262  0.111
234 H 5.5331 4.6667 -4.6633  0.083
235 H 7.0025 5.3316 -5.0047  0.104
236 H 6.3726 6.0494 -2.1988  0.105
237 H 5.2786 6.6899 -3.2307  0.114
238 H 9.1022 6.0961 -4.1241  0.068
239 H 9.0304 6.3900 -2.5032  0.073
240 H 9.4126 7.7275 -3.4367  0.075
241 C -5.7112 1.1463 6.7707  -0.170
242 C -5.6408 2.5570 6.0298  -0.252
243 O -5.6490 3.6051 6.9359  -0.074
244 O -4.5991 0.8459 7.6914  -0.085
245 H -5.9428 0.4975 5.9260  0.086
246 H -6.6241 1.0925 7.3638  0.105
247 H -6.5440 2.6637 5.4291  0.103
248 H -4.8005 2.5920 5.3364  0.095
249 H -4.7403 3.8957 7.0421  0.011
250 H -3.7407 1.0393 7.3075  0.021
251 C 2.3702 2.8828 0.6150  -0.216
252 C 3.2390 3.1731 -0.6071  -0.168
253 O 4.2526 4.2936 -0.5022  -0.114
254 O 3.0657 1.9830 1.5218  -0.091
255 H 1.4767 2.5492 0.0872  0.086
256 H 2.0504 3.7779 1.1486  0.116
257 H 2.6194 3.5000 -1.4422  0.086
258 H 3.7840 2.3075 -0.9836  0.085
259 H 4.9684 4.0122 0.0723  0.045
260 H 3.4561 1.2996 0.9720  0.041
261 C 1.5335 -2.3850 3.8540  -0.226
262 C 2.9445 -1.6313 3.5727  -0.241
263 O 4.0012 -2.5557 3.4528  -0.141
264 O 0.9728 -2.8733 2.6873  -0.111
265 H 0.7010 -1.8041 4.2512  0.087
266 H 1.6925 -3.1814 4.5810  0.106
267 H 3.2676 -1.0507 4.4368  0.092
268 H 2.9964 -0.9110 2.7563  0.081
269 H 4.3026 -2.5048 2.5427  0.014
270 H 0.2518 -3.4892 2.8367  0.061
271 C -2.1240 3.1455 7.5128  -0.122
272 C -1.2897 2.2916 6.4932  -0.240
273 O -2.1733 1.4649 5.8047  -0.080
274 O -3.1310 4.0540 6.8269  -0.095
275 H -1.4451 3.7316 8.1321  0.109
276 H -2.6542 2.5588 8.2629  0.110
277 H -0.4574 1.8490 7.0406  0.106
278 H -0.7674 2.9656 5.8142  0.110
279 H -1.8246 0.9840 5.0505  0.054
280 H -2.6664 4.8811 6.6798  0.093
281 C 6.3942 1.0360 1.8486  -0.241
282 C 7.9214 0.6880 2.0313  -0.251
283 O 8.6482 0.6168 0.8299  -0.076
284 O 6.2230 2.4198 1.5481  -0.116
285 H 5.7353 0.9529 2.7130  0.102
286 H 5.8331 0.4792 1.0981  0.081
287 H 7.9990 -0.2704 2.5447  0.104
288 H 8.3443 1.4360 2.7020  0.111
289 H 8.7846 1.5417 0.6115  0.071
290 H 5.5794 2.6641 2.2172  0.066

Gap between HOMO and LUMO (spin up / spin down) (eV): 1.4 / 8.5
Spin multiplicity: 2
Net charge: -1
HOMO energy (spin up / spin down) (eV): 0.383 / -6.753

Sequential E_tot output: -2161.1252 -5578.7218 Eh